(1)
Formula: C28H26Cl8O17
Source: OMol25
Level of theory: ωB97M-V/def2-TZVPD

Values from the calculation:
- spin multiplicity = 1
- E_HOMO (eV) = -9.285
- E_LUMO (eV) = -1.9783
- frontier orbital gap (eV) = 7.306
- SMILES = O=C1C=C(O)C(=O)C=C1O.O=C1C=C(O)C(=O)C=C1O.O=C1C=C(O)C(=O)C=C1O.O=C1C=C(O)C(=O)C=C1O.ClCCl.ClCCl.ClCCl.ClCCl.O

XYZ file:
```
79
C28H26Cl8O17 | OMol25 | ωB97M-V/def2-TZVPD
O 1.13850 -3.98321 -0.56382
C 0.24363 -4.03945 0.24094
C -0.77906 -2.99164 0.28090
C -1.73233 -2.88441 1.28793
O -2.68686 -1.92873 1.33767
C -1.69180 -3.75533 2.47127
O -2.41888 -3.64316 3.45810
C -0.67195 -4.81683 2.34688
C 0.17324 -4.99207 1.31604
O 1.23474 -5.85809 1.37288
H -0.88257 -2.33844 -0.57292
H -3.20430 -2.07775 2.13244
H -0.49334 -5.35222 3.26767
H 1.79428 -5.64086 0.62366
O 0.25768 0.89836 -6.32011
C 0.70339 1.56357 -5.40680
C -0.01636 2.13852 -4.26946
C 0.57381 2.88118 -3.22604
O -0.12138 3.41961 -2.19476
C 1.99056 3.05672 -3.03887
O 2.56140 3.51393 -2.07635
C 2.72878 2.55875 -4.18845
C 2.23229 1.94346 -5.30166
O 3.02607 1.70729 -6.38811
H -1.08946 2.05717 -4.36023
H 0.61891 3.63869 -1.62417
H 3.77658 2.81044 -4.26045
H 2.50089 1.44236 -7.14679
O 5.22980 -3.14710 -0.84813
C 4.77881 -2.11359 -0.43493
C 3.38748 -1.84424 -0.69657
C 2.74697 -0.71306 -0.31028
O 1.36991 -0.53540 -0.48280
C 3.39051 0.30663 0.56215
O 2.87047 1.42278 0.77839
C 4.70705 -0.07576 1.04919
C 5.38697 -1.08076 0.47080
O 6.65830 -1.38605 0.85025
H 2.70958 -2.53850 -1.17074
H 1.09292 0.31810 -0.14162
H 5.17478 0.62866 1.72106
H 6.98239 -2.10738 0.30596
O 0.90141 -0.97611 2.53167
C 0.79521 -0.79630 3.75805
C 0.33156 -1.85681 4.72826
C -0.03650 -1.55632 5.97735
O -0.64566 -2.45250 6.75724
C 0.07156 -0.25812 6.61082
O 0.00010 -0.08163 7.83167
C 0.40031 0.83318 5.67088
C 0.78976 0.59817 4.38655
O 1.08262 1.63342 3.48625
H 0.21896 -2.88717 4.42481
H -0.97124 -1.96105 7.51492
H 0.36832 1.88988 5.89171
H 1.21429 1.21751 2.63111
Cl -3.99383 -2.61641 -1.70636
C -2.84473 -2.73579 -3.06355
Cl -3.71158 -3.18512 -4.65966
H -2.48030 -1.71130 -3.13914
H -2.07481 -3.46260 -2.80460
Cl -2.55907 5.36517 -4.79509
C -2.94897 5.18044 -3.04725
Cl -3.73069 3.60513 -2.70647
H -2.06145 5.27864 -2.42213
H -3.50576 6.06191 -2.72927
Cl -1.04312 1.39767 0.98074
C -2.05426 1.28696 -0.51224
Cl -1.22212 0.17604 -1.68808
H -3.02612 0.87171 -0.24548
H -2.15938 2.29037 -0.92481
Cl -5.67637 1.09583 -0.01545
C -6.98702 2.21550 -0.37671
Cl -6.32999 3.80883 -0.95197
H -7.63335 1.76985 -1.13285
H -7.55982 2.42205 0.52736
O 0.89987 3.84604 0.43076
H 1.02385 4.31106 1.25818
H 0.90616 2.91993 0.67267
```

***

(2)
Formula: C4H7NO
Source: OMol25
Level of theory: ωB97M-V/def2-TZVPD

Values from the calculation:
- spin multiplicity = 1
- E_HOMO (eV) = -9.611
- E_LUMO (eV) = 0.8432
- frontier orbital gap (eV) = 10.455
- SMILES = C[C@H]1NCC1=O

XYZ file:
```
13
C4H7NO | OMol25 | ωB97M-V/def2-TZVPD
C 0.47633 -1.61593 0.35484
C 0.49589 -0.09661 0.40240
N 0.58144 0.56117 -0.92983
C -0.73500 1.22705 -0.77760
C -0.86920 0.56913 0.59539
O -1.68274 0.58688 1.47550
H 1.46380 -2.01051 0.09643
H -0.23463 -1.95895 -0.40372
H 0.17625 -2.02021 1.32726
H 1.23471 0.25990 1.13432
H 1.34467 1.22655 -0.98197
H -1.47373 0.89838 -1.51767
H -0.73597 2.32349 -0.74458
```

***

(3)
Formula: C6H12BNO3
Source: OMol25
Level of theory: ωB97M-V/def2-TZVPD

Values from the calculation:
- spin multiplicity = 1
- E_HOMO (eV) = -9.661
- E_LUMO (eV) = 0.3163
- frontier orbital gap (eV) = 9.977
- SMILES = CCOB(O)[C@H]1CCNC1=O

XYZ file:
```
23
C6H12BNO3 | OMol25 | ωB97M-V/def2-TZVPD
C 3.46095 -0.21619 0.48873
C 2.26074 0.93144 0.37046
O 1.57612 0.89448 -0.93275
B 0.43270 -0.03943 -0.94016
O 0.55200 -1.53741 -0.96513
C -1.08839 0.63005 -0.97308
C -2.39457 -0.38276 -1.05076
C -2.55268 -0.92916 0.52203
N -1.40044 -0.26681 1.27942
C -1.28611 1.10299 0.60236
O -1.36941 2.33762 1.10416
H 3.56482 -0.51787 1.62515
H 4.48388 0.31128 0.19692
H 3.29468 -1.13050 -0.22827
H 2.83163 1.97838 0.42524
H 1.53434 0.92844 1.30088
H 0.15508 -1.80691 -1.85495
H -1.05549 1.54775 -1.71781
H -3.24560 0.33714 -1.41170
H -2.20006 -1.34422 -1.68955
H -2.60238 -2.10032 0.49715
H -3.49727 -0.45583 1.03002
H -1.45457 -0.27217 2.32164
```

***

(4)
Formula: C6H31NO12
Source: OMol25
Level of theory: ωB97M-V/def2-TZVPD

Values from the calculation:
- spin multiplicity = 1
- E_HOMO (eV) = -8.280
- E_LUMO (eV) = 0.0730
- frontier orbital gap (eV) = 8.353

XYZ file:
```
50
C6H31NO12 | OMol25 | ωB97M-V/def2-TZVPD
C 1.41894 2.34728 0.93920
C 0.23056 2.10427 0.27529
N -0.23492 0.86764 0.67319
C 0.67135 0.31095 1.54094
C 1.70626 1.20322 1.69518
C -0.62764 -1.62164 2.44924
C 0.51084 -0.96577 2.20292
H 1.77452 3.34934 1.12975
H -0.25219 2.62984 -0.52947
H -1.19170 0.59877 0.49482
H 2.57390 1.09655 2.32558
H -1.57600 -1.31684 2.02602
H -0.57124 -2.56563 2.96757
H 1.37375 -1.36458 2.73061
H 3.56716 1.19410 -2.64747
H 3.68995 0.33371 -3.82905
O 3.11569 1.03098 -3.48939
H 3.00218 -0.86339 -0.62836
H 4.14654 0.19474 -0.52633
O 3.32892 -0.02070 -0.98202
H -2.14712 3.06098 1.37241
H -1.89926 4.48921 1.85898
O -2.55159 3.78221 1.86974
H 0.42164 -1.94770 -3.32877
H 0.97849 -3.20946 -2.60955
O 0.17690 -2.70414 -2.77557
H -3.33893 2.13426 -0.71745
H -3.92274 2.18588 0.68152
O -3.22882 1.75602 0.16535
H 2.78211 -2.12631 1.03122
H 2.04650 -3.10232 0.13137
O 2.85529 -2.57102 0.17641
H -0.96500 1.65510 -3.21705
H -1.27065 0.87767 -1.98281
O -1.71384 1.32912 -2.71176
H -0.50868 1.29022 4.29777
H -0.20279 2.20395 3.03228
O -0.15975 2.12768 3.98761
H -0.68148 -1.62511 -1.53788
H -2.11675 -1.30846 -1.77853
O -1.50739 -1.44514 -1.04192
H -3.61937 -0.58206 0.07976
H -2.93477 -1.90573 0.51371
O -3.78249 -1.49490 0.33745
H 1.23261 0.66661 -3.10992
H 1.07339 -0.21942 -1.86682
O 0.64536 0.00646 -2.70109
H -0.22723 -4.55183 0.95321
H -0.41976 -4.83291 -0.52547
O 0.24792 -4.84938 0.16957
```

***

(5)
Formula: C2H2Cl2O2
Source: OMol25
Level of theory: ωB97M-V/def2-TZVPD

Values from the calculation:
- spin multiplicity = 1
- E_HOMO (eV) = -11.186
- E_LUMO (eV) = 0.6586
- frontier orbital gap (eV) = 11.845
- SMILES = O=C(Cl)OCCl

XYZ file:
```
8
C2H2Cl2O2 | OMol25 | ωB97M-V/def2-TZVPD
O -0.54793 -1.62983 0.84848
C -1.12126 -0.66640 0.35243
Cl -2.80422 -0.38788 0.32387
O -0.59598 0.41269 -0.28258
C 0.90639 0.54122 -0.45866
Cl 1.75268 0.69118 1.09472
H 1.46151 -0.44163 -0.90622
H 0.94879 1.48065 -0.97204
```

***

(6)
Formula: C6H10N4
Source: OMol25
Level of theory: ωB97M-V/def2-TZVPD

Values from the calculation:
- spin multiplicity = 1
- E_HOMO (spin up / spin down) (eV) = -7.731 / -7.932
- E_LUMO (spin up / spin down) (eV) = 0.1446 / 0.4447
- frontier orbital gap (spin up / spin down) (eV) = 7.876 / 8.377

XYZ file:
```
20
C6H10N4 | OMol25 | ωB97M-V/def2-TZVPD
C -3.12801 -0.13480 0.04522
C -2.29733 -1.01580 -0.65728
C -2.27288 0.72266 0.67098
C 2.43345 -0.44822 -0.25583
C 1.36700 0.74638 -0.79344
C 1.71445 -1.24829 0.63161
N -1.04285 -0.72363 -0.45858
N -1.04675 0.31679 0.37258
N 0.91356 1.50076 0.29059
N -0.02268 0.88335 1.03937
H -4.18887 -0.16356 0.24375
H -2.80074 -1.92098 -1.24000
H -2.54067 1.48523 1.41761
H 2.93047 -0.73767 -1.18950
H 3.20528 0.07992 0.31968
H 1.94576 1.33866 -1.46498
H 0.63782 0.29143 -1.37061
H 1.09077 -2.02289 0.11275
H 1.39492 -0.77303 1.51864
H 1.70729 1.82368 0.76743
```